Formula: C27H27As2N3O12RhS2
Source: the Open Molecules 2025 dataset
Level of theory: ωB97M-V with the def2-TZVPD basis set

The calculation puts the energy above the lowest of the compared OMol25 structures with the same formula, charge and spin at 127.6 kJ/mol.

Geometry as ORCA input:
```
! RIJCOSX wB97M-V def2-TZVPD def2/J DEFGRID3
* xyz 1 5
Rh -0.505 -0.084 -1.858
S -2.098 0.992 -3.319
C -0.990 2.303 -3.113
N 0.078 2.111 -2.387
C 0.854 3.274 -2.281
C 2.063 3.429 -1.604
C 2.662 4.673 -1.574
C 2.088 5.766 -2.229
C 0.908 5.623 -2.933
C 0.303 4.370 -2.950
S -1.177 3.899 -3.733
H 2.526 2.584 -1.127
H 3.595 4.803 -1.037
H 2.577 6.731 -2.187
H 0.466 6.461 -3.459
C -1.039 -1.771 -5.304
C -0.770 -2.569 -4.078
N -0.378 -2.117 -2.902
C -0.235 -3.224 -2.084
C -0.555 -4.353 -2.776
N -0.882 -3.915 -4.020
C -0.614 -5.820 -2.507
O -0.437 -6.221 -1.265
O -0.840 -6.560 -3.425
C 0.237 -3.094 -0.709
O 0.175 -3.943 0.147
O 0.762 -1.872 -0.493
H -0.710 -0.748 -5.155
H -2.107 -1.758 -5.531
H -0.513 -2.198 -6.159
H -1.141 -4.549 -4.764
H -0.233 -5.483 -0.659
C -1.531 2.637 0.309
O -0.549 3.430 0.998
C 0.402 2.869 1.770
O 1.317 3.535 2.167
C 0.346 1.380 2.036
C -0.058 0.848 3.192
As 0.172 -1.068 3.657
C -1.542 -1.309 4.567
C -0.195 -1.510 1.754
C 1.008 -1.494 0.892
As 1.459 0.510 0.638
C 3.112 0.685 1.651
C 2.293 -2.227 1.355
O 2.580 -2.477 2.486
O 3.078 -2.482 0.304
C 4.330 -3.151 0.603
C -1.478 -1.275 1.096
O -1.651 -0.983 -0.092
O -2.521 -1.394 1.889
C -3.831 -1.205 1.304
C -0.305 1.593 4.502
O 0.476 1.351 5.381
O -1.308 2.442 4.726
C -2.398 2.599 3.816
H -2.090 3.332 -0.307
H -2.206 2.135 0.987
H -1.062 1.904 -0.330
H -1.367 -1.029 5.603
H -1.796 -2.366 4.531
H -2.359 -0.727 4.154
H 3.020 0.207 2.623
H 3.277 1.751 1.789
H 3.937 0.253 1.089
H 4.973 -2.973 -0.250
H 4.150 -4.215 0.723
H 4.767 -2.755 1.513
H -4.521 -1.167 2.139
H -4.075 -2.043 0.653
H -3.873 -0.285 0.728
H -2.183 3.390 3.106
H -3.255 2.883 4.416
H -2.617 1.664 3.304
*
```